1.
Entry from the OMol25 dataset: a 7-piece molecular cluster, C36H53BN3O15S overall in a non-equilibrium geometry (ωB97M-V with the def2-TZVPD basis set).

HOMO   -11.68 eV
Molecular weight   810.7 g mol⁻¹
Charge   +1
LUMO energy   -4.888 eV

Last column: Löwdin charge in e.
Atoms and positions in Å:
C1 5.31 4.12 8.98  -0.150
C2 3.86 3.92 8.16  -0.252
C3 4.08 4.63 6.70  -0.240
C4 2.78 4.57 5.70  -0.189
N1 2.68 3.31 4.86  -0.045
N2 3.25 3.45 3.60  -0.128
C5 4.52 4.21 3.27  0.079
C6 5.20 4.30 1.75  0.091
C7 4.43 3.54 0.51  0.039
C8 5.04 3.57 -1.02  -0.198
O1 4.79 4.61 -1.86  0.037
O2 5.82 2.44 -1.56  0.082
B1 6.75 1.88 -0.56  -0.458
C9 6.38 0.70 0.54  -0.043
O3 8.15 2.37 -0.56  0.061
C10 3.04 2.73 0.89  -0.086
N3 2.21 2.02 -0.16  0.053
C11 2.85 0.89 -0.63  -0.517
S1 3.52 -0.48 -1.38  0.782
C12 2.53 2.72 2.45  0.166
H1 5.77 5.16 8.64  0.081
H2 6.11 3.31 8.70  0.078
H3 5.17 4.16 10.14  0.084
H4 3.08 4.55 8.81  0.125
H5 3.62 2.78 8.13  0.110
H6 5.07 4.18 6.22  0.112
H7 4.30 5.79 6.88  0.130
H8 1.81 4.63 6.38  0.144
H9 2.81 5.55 5.02  0.140
H10 3.01 2.46 5.36  0.159
H11 5.12 4.79 4.11  0.128
H12 6.19 4.86 1.51  0.133
H13 6.41 -0.39 0.06  0.098
H14 5.30 0.82 1.02  0.059
H15 7.16 0.78 1.42  0.084
H16 8.74 1.79 0.00  0.120
H17 1.53 2.11 2.66  0.136
O4 0.11 0.64 1.68  0.055
C13 0.14 -0.54 1.39  -0.449
O5 1.27 -1.32 1.45  0.005
C14 0.96 -2.62 0.95  -0.159
C15 -0.53 -2.76 1.08  -0.146
C16 -1.01 -1.35 0.89  -0.075
H18 1.30 -2.67 -0.10  0.110
H19 1.50 -3.38 1.53  0.136
H20 -0.96 -3.48 0.37  0.105
H21 -0.78 -3.10 2.09  0.132
H22 -1.18 -1.12 -0.17  0.146
H23 -1.92 -1.15 1.47  0.107
O6 -4.26 -0.67 0.05  0.088
C17 -4.64 0.19 0.83  -0.444
O7 -5.95 0.51 1.03  0.042
C18 -6.02 1.63 1.92  -0.168
C19 -4.72 1.62 2.67  -0.156
C20 -3.75 1.06 1.66  -0.087
H24 -6.15 2.54 1.32  0.112
H25 -6.88 1.51 2.59  0.131
H26 -4.43 2.61 3.05  0.121
H27 -4.79 0.94 3.53  0.123
H28 -3.33 1.85 1.02  0.113
H29 -2.96 0.48 2.14  0.108
O8 -4.90 3.48 -0.56  0.104
C21 -4.12 4.40 -0.73  -0.442
O9 -4.48 5.66 -1.11  0.039
C22 -3.31 6.44 -1.33  -0.166
C23 -2.22 5.75 -0.54  -0.168
C24 -2.63 4.30 -0.61  -0.088
H30 -3.09 6.46 -2.40  0.133
H31 -3.48 7.46 -0.99  0.132
H32 -1.22 5.95 -0.93  0.122
H33 -2.25 6.09 0.50  0.123
H34 -2.23 3.81 -1.50  0.142
H35 -2.34 3.76 0.29  0.117
O10 -2.89 -5.02 0.04  0.089
C25 -3.80 -4.98 -0.77  -0.450
O11 -3.84 -5.73 -1.91  0.026
C26 -4.98 -5.34 -2.68  -0.175
C27 -5.92 -4.70 -1.70  -0.162
C28 -4.99 -4.07 -0.70  -0.083
H36 -4.65 -4.64 -3.46  0.117
H37 -5.42 -6.22 -3.16  0.129
H38 -6.61 -3.98 -2.17  0.124
H39 -6.52 -5.47 -1.21  0.126
H40 -4.68 -3.06 -1.01  0.123
H41 -5.42 -4.06 0.30  0.137
O12 4.22 -3.75 -3.05  0.079
C29 3.06 -3.96 -3.35  -0.469
O13 2.06 -4.21 -2.46  0.008
C30 0.86 -4.52 -3.17  -0.162
C31 1.04 -3.93 -4.54  -0.158
C32 2.53 -4.04 -4.75  -0.074
H42 0.75 -5.61 -3.20  0.136
H43 0.00 -4.10 -2.65  0.124
H44 0.45 -4.43 -5.31  0.097
H45 0.75 -2.87 -4.52  0.125
H46 2.81 -5.01 -5.18  0.144
H47 2.91 -3.22 -5.37  0.134
O14 -0.45 -6.33 -6.85  0.100
C33 -1.54 -5.79 -6.87  -0.460
O15 -1.72 -4.43 -6.92  0.019
C34 -3.12 -4.15 -6.82  -0.167
C35 -3.81 -5.41 -7.27  -0.166
C36 -2.86 -6.49 -6.82  -0.082
H48 -3.35 -3.89 -5.79  0.119
H49 -3.36 -3.30 -7.47  0.131
H50 -4.82 -5.51 -6.86  0.120
H51 -3.89 -5.42 -8.36  0.126
H52 -3.06 -6.80 -5.79  0.134
H53 -2.88 -7.35 -7.49  0.135

2.
Entry from the OMol25 dataset: C36H53CrN4O2S5 as an isolated structure (ωB97M-V with the def2-TZVPD basis set).

HOMO (spin up / spin down)   -3.33 / -3.60 eV
Molecular weight   786.2 g mol⁻¹
Energy relative to the best compared isomer or geometry (same formula, charge and spin)   2.9 kJ/mol
Charge   -1
LUMO energy (spin up / spin down)   2.008 / 0.527 eV
2S+1   5

Last column: Löwdin charge in e.
Atoms and positions in Å:
Cr1 -0.54 0.93 -1.65  0.516
C1 6.00 0.04 1.74  -0.055
C2 4.77 -0.85 1.90  -0.559
C3 4.17 -0.60 3.28  -0.076
C4 5.21 -2.32 1.84  -0.056
C5 3.78 -0.57 0.77  -0.187
C6 2.48 -0.12 1.02  0.028
C7 1.59 0.11 -0.03  -0.181
N1 0.30 0.61 0.05  -0.049
C8 -0.57 0.70 1.12  -0.198
C9 -0.42 0.18 2.40  0.028
C10 -1.40 0.39 3.37  -0.190
C11 -2.52 1.14 3.04  -0.013
C12 -2.74 1.64 1.75  -0.099
C13 -1.78 1.37 0.77  -0.300
O1 -1.92 1.72 -0.52  -0.264
C14 -3.95 2.52 1.41  -0.533
C15 -4.82 2.79 2.64  -0.079
C16 -3.46 3.87 0.88  -0.041
C17 -4.83 1.84 0.36  -0.051
C18 -1.26 -0.15 4.80  -0.559
C19 -2.43 -1.09 5.11  -0.057
C20 -1.26 1.01 5.80  -0.055
C21 0.04 -0.94 5.00  -0.075
C22 2.02 -0.07 -1.37  -0.276
O2 1.13 0.21 -2.34  -0.273
C23 3.33 -0.49 -1.64  -0.094
C24 4.17 -0.75 -0.55  -0.012
C25 3.84 -0.58 -3.08  -0.530
C26 2.99 -1.54 -3.92  -0.047
C27 5.29 -1.07 -3.15  -0.081
C28 3.79 0.82 -3.71  -0.038
H1 6.72 -0.15 2.54  0.077
H2 5.72 1.10 1.79  0.088
H3 6.50 -0.13 0.79  0.073
H4 4.91 -0.83 4.05  0.079
H5 3.29 -1.23 3.46  0.078
H6 3.87 0.44 3.40  0.086
H7 5.93 -2.54 2.64  0.077
H8 5.68 -2.56 0.88  0.073
H9 4.35 -2.98 1.96  0.087
H10 2.17 0.09 2.03  0.076
H11 0.46 -0.40 2.64  0.074
H12 -3.26 1.34 3.80  0.085
H13 -4.27 3.31 3.42  0.083
H14 -5.24 1.87 3.06  0.079
H15 -5.66 3.43 2.34  0.079
H16 -2.86 4.38 1.63  0.089
H17 -4.31 4.51 0.62  0.079
H18 -2.84 3.73 -0.01  0.075
H19 -5.26 0.92 0.75  0.077
H20 -4.26 1.63 -0.54  0.073
H21 -5.67 2.50 0.09  0.080
H22 -3.39 -0.58 5.02  0.073
H23 -2.35 -1.48 6.13  0.077
H24 -2.44 -1.94 4.42  0.084
H25 -2.19 1.58 5.74  0.073
H26 -0.44 1.69 5.60  0.089
H27 -1.16 0.64 6.82  0.077
H28 0.10 -1.80 4.33  0.085
H29 0.09 -1.30 6.02  0.080
H30 0.92 -0.31 4.82  0.079
H31 5.18 -1.09 -0.75  0.084
H32 2.98 -2.53 -3.47  0.091
H33 3.42 -1.63 -4.93  0.079
H34 1.97 -1.17 -4.00  0.052
H35 5.40 -2.06 -2.69  0.082
H36 5.98 -0.39 -2.65  0.080
H37 5.59 -1.15 -4.20  0.078
H38 2.78 1.22 -3.69  0.071
H39 4.13 0.79 -4.75  0.080
H40 4.45 1.51 -3.16  0.089
S1 -0.50 6.21 -6.81  0.519
C29 -0.52 5.05 -5.65  -1.525
S2 -1.45 3.60 -5.77  0.897
C30 -1.02 2.88 -4.25  -1.111
C31 -0.13 3.63 -3.46  -1.106
S3 0.45 3.21 -1.95  0.785
S4 0.38 5.15 -4.18  0.901
S5 -1.69 1.38 -3.84  0.693
C32 -0.53 -2.01 -3.73  -0.070
N2 -1.86 -2.29 -3.22  -0.157
C33 -2.85 -2.61 -4.23  -0.059
C34 -2.23 -1.82 -2.00  -0.402
N3 -1.60 -0.85 -1.42  0.127
N4 -3.32 -2.45 -1.42  -0.160
C35 -3.35 -3.90 -1.39  -0.060
C36 -3.88 -1.84 -0.23  -0.051
H41 -0.22 -2.84 -4.37  0.093
H42 0.17 -1.91 -2.90  0.077
H43 -0.48 -1.09 -4.30  0.055
H44 -2.85 -1.84 -5.01  0.089
H45 -3.84 -2.66 -3.79  0.085
H46 -2.62 -3.57 -4.71  0.085
H47 -1.85 -0.78 -0.43  0.060
H48 -2.84 -4.31 -2.26  0.077
H49 -4.38 -4.25 -1.39  0.086
H50 -2.85 -4.29 -0.49  0.093
H51 -3.28 -2.01 0.67  0.102
H52 -4.87 -2.26 -0.06  0.091
H53 -3.98 -0.76 -0.37  0.075

no.,DFT total energy (eV)
1,-84870.03032
2,-130851.79377